1.
Density functional theory data (ωB97M-V with the def2-TZVPD basis set) for 2 unconnected molecules or ions with the total composition C10H16O in a non-equilibrium geometry.

Computed properties:
SMILES string: CCc1ccc(O)cc1.CC
Energy relative to the best compared isomer or geometry (same formula, charge and spin) (kcal/mol): 23.8
Energy (eV): -12676.692
Frontier orbital gap (eV): 9.232
Net charge: 0

Each line ends with the natural charge from an NBO analysis.
Positions of all 27 atoms, in Å:
C1 1.94 0.38 2.50  -0.60
C2 0.69 0.80 1.67  -0.42
C3 0.55 -0.07 0.44  -0.05
C4 0.06 -1.36 0.46  -0.19
C5 0.07 -2.15 -0.69  -0.30
C6 0.75 -1.69 -1.81  0.29
O1 1.00 -2.50 -2.88  -0.66
C7 1.18 -0.37 -1.88  -0.26
C8 1.11 0.42 -0.74  -0.18
H1 1.76 0.62 3.55  0.21
H2 2.78 1.01 2.21  0.21
H3 2.17 -0.67 2.36  0.21
H4 -0.23 0.81 2.25  0.21
H5 0.89 1.82 1.36  0.21
H6 -0.41 -1.64 1.39  0.21
H7 -0.41 -3.11 -0.59  0.21
H8 0.54 -3.33 -2.71  0.48
H9 1.55 -0.04 -2.84  0.23
H10 1.57 1.39 -0.75  0.21
C9 -3.45 2.79 1.65  -0.61
C10 -2.86 2.59 0.25  -0.61
H11 -2.69 2.76 2.42  0.20
H12 -3.96 3.74 1.77  0.20
H13 -4.19 2.01 1.82  0.20
H14 -2.00 1.92 0.30  0.21
H15 -2.53 3.52 -0.23  0.20
H16 -3.57 2.13 -0.42  0.20

***

2.
Density functional theory data (ωB97M-V with the def2-TZVPD basis set) for C4H8O3 in the gas phase.

Computed properties:
SMILES string: O=C(CO)CCO
Energy relative to the best compared isomer or geometry (same formula, charge and spin) (kcal/mol): 30.8
Energy (eV): -10419.666
Frontier orbital gap (eV): 10.816
Net charge: 0

Each line ends with the natural charge from an NBO analysis.
Positions of all 15 atoms, in Å:
O1 -1.25 1.08 0.54  -0.57
C1 -0.14 0.57 0.53  0.59
C2 0.41 0.06 1.85  -0.17
O2 -0.28 0.63 2.92  -0.71
C3 0.61 0.44 -0.78  -0.53
C4 -0.22 -0.34 -1.78  -0.06
O3 -0.27 -1.68 -1.31  -0.73
H1 0.30 -1.04 1.83  0.20
H2 1.48 0.27 1.95  0.19
H3 -1.12 0.93 2.53  0.49
H4 0.76 1.46 -1.15  0.24
H5 1.60 -0.03 -0.66  0.22
H6 -1.22 0.11 -1.83  0.18
H7 0.24 -0.29 -2.78  0.17
H8 -0.91 -2.17 -1.85  0.48

***

3.
Density functional theory data (ωB97M-V with the def2-TZVPD basis set) for 2 unconnected molecules or ions with the total composition C25H32ClN5O4 in a non-equilibrium geometry.

Computed properties:
SMILES string: COc1cc2ncnc(Nc3cccc(Cl)c3)c2cc1OC.CC[C@H](C)[C@H](NC(C)=O)C(=O)NC
Energy (eV): -54607.940
Frontier orbital gap (eV): 8.054
Net charge: 0

Each line ends with the natural charge from an NBO analysis.
Positions of all 67 atoms, in Å:
C1 -3.34 -0.58 -2.75  -0.26
O1 -3.05 -1.79 -2.04  -0.51
C2 -2.78 -1.73 -0.69  0.26
C3 -2.92 -0.53 0.05  -0.31
C4 -2.66 -0.48 1.41  0.25
N1 -2.81 0.69 2.03  -0.49
C5 -2.58 0.74 3.34  0.27
N2 -2.20 -0.31 4.06  -0.52
C6 -2.04 -1.48 3.45  0.44
N3 -1.67 -2.60 4.18  -0.59
C7 -1.12 -2.71 5.46  0.25
C8 -1.00 -4.01 5.98  -0.26
C9 -0.46 -4.22 7.25  -0.19
C10 -0.03 -3.14 8.01  -0.27
C11 -0.14 -1.84 7.51  0.00
Cl1 0.39 -0.47 8.45  0.01
C12 -0.67 -1.64 6.24  -0.30
C13 -2.28 -1.62 2.09  -0.20
C14 -2.14 -2.83 1.38  -0.23
C15 -2.38 -2.90 0.01  0.33
O2 -2.21 -4.16 -0.53  -0.52
C16 -1.67 -4.27 -1.85  -0.25
H1 -2.55 0.16 -2.61  0.19
H2 -4.29 -0.15 -2.42  0.19
H3 -3.41 -0.79 -3.82  0.20
H4 -3.23 0.40 -0.41  0.24
H5 -2.70 1.69 3.85  0.19
H6 -1.84 -3.47 3.69  0.40
H7 -1.33 -4.86 5.39  0.20
H8 -0.37 -5.23 7.64  0.22
H9 0.39 -3.29 9.01  0.23
H10 -0.71 -0.62 5.88  0.26
H11 -1.83 -3.75 1.87  0.21
H12 -0.93 -3.49 -2.04  0.18
H13 -2.47 -4.20 -2.59  0.19
H14 -1.18 -5.24 -1.96  0.19
C17 0.67 -0.11 -1.57  -0.61
C18 0.74 1.32 -1.02  -0.39
C19 0.72 2.46 -2.08  -0.22
C20 -0.66 2.44 -2.78  -0.62
C21 1.88 2.39 -3.11  -0.12
N4 3.16 1.99 -2.48  -0.63
C22 3.96 2.79 -1.76  0.67
C23 5.19 2.15 -1.18  -0.71
O3 3.74 3.98 -1.58  -0.61
C24 2.03 3.63 -4.02  0.68
O4 1.24 4.57 -3.99  -0.62
N5 3.09 3.64 -4.83  -0.61
C25 3.41 4.73 -5.76  -0.41
H15 0.67 -0.81 -0.73  0.22
H16 1.52 -0.32 -2.21  0.18
H17 -0.25 -0.26 -2.13  0.20
H18 1.64 1.41 -0.41  0.20
H19 -0.11 1.47 -0.34  0.22
H20 0.81 3.40 -1.53  0.24
H21 -0.74 1.59 -3.45  0.19
H22 -0.80 3.36 -3.35  0.25
H23 -1.45 2.39 -2.03  0.21
H24 1.63 1.58 -3.79  0.21
H25 3.42 1.02 -2.53  0.40
H26 5.84 1.81 -1.98  0.22
H27 5.72 2.90 -0.58  0.25
H28 4.91 1.32 -0.54  0.22
H29 3.74 2.87 -4.77  0.39
H30 4.26 4.45 -6.39  0.20
H31 3.66 5.63 -5.20  0.21
H32 2.55 4.94 -6.39  0.21

***

4.
Density functional theory data (ωB97M-V with the def2-TZVPD basis set) for 2 unconnected molecules or ions with the total composition C4H10O2.

Computed properties:
SMILES string: CCC(C)=O.O
Energy relative to the best compared isomer or geometry (same formula, charge and spin) (kcal/mol): 7.8
Energy (eV): -8405.208
Frontier orbital gap (eV): 10.808
Net charge: 0

Each line ends with the natural charge from an NBO analysis.
Positions of all 16 atoms, in Å:
C1 -0.01 1.07 -1.50  -0.60
C2 -0.08 -0.27 -0.74  -0.53
C3 0.38 -0.04 0.69  0.63
C4 1.87 -0.02 0.96  -0.73
O1 -0.41 0.16 1.60  -0.59
H1 -0.76 1.09 -2.30  0.22
H2 -0.24 1.90 -0.82  0.21
H3 0.98 1.25 -1.93  0.21
H4 -1.10 -0.66 -0.71  0.26
H5 0.55 -1.02 -1.23  0.22
H6 2.46 0.19 0.06  0.22
H7 2.10 0.70 1.74  0.24
H8 2.14 -1.02 1.33  0.25
O2 -2.57 -1.49 0.87  -0.97
H9 -1.97 -0.86 1.31  0.49
H10 -3.35 -0.96 0.65  0.46

***

5.
Density functional theory data (ωB97M-V with the def2-TZVPD basis set) for a molecular structure, C24H23AuN3OS2.

Computed properties:
Energy (eV): -57141.859
Frontier orbital gap (alpha / beta) (eV): 5.394 / 5.395
Net charge: -1

Each line ends with the natural charge from an NBO analysis.
Positions of all 54 atoms, in Å:
Au1 -1.26 0.05 0.17  1.16
C1 3.06 1.11 0.62  -0.69
C2 1.76 0.34 0.63  0.33
N1 0.74 0.79 -0.02  -0.38
N2 0.90 1.96 -0.75  -0.43
C3 -0.16 2.34 -1.37  -0.07
S1 -1.75 1.64 -1.41  -0.12
S2 -0.06 3.80 -2.37  0.27
C4 1.73 4.05 -2.53  -0.55
C5 2.38 3.09 -3.49  -0.04
C6 3.30 2.16 -3.04  -0.21
C7 3.91 1.27 -3.92  -0.20
C8 3.59 1.30 -5.27  -0.22
C9 2.67 2.23 -5.73  -0.23
C10 2.07 3.12 -4.85  -0.16
C11 1.72 -0.93 1.37  -0.24
C12 2.95 -1.57 1.61  -0.16
C13 3.07 -2.75 2.29  -0.30
C14 1.91 -3.35 2.80  -0.20
C15 0.69 -2.76 2.60  -0.24
C16 0.53 -1.55 1.87  0.39
O1 -0.69 -1.10 1.78  -0.75
H1 2.86 2.16 0.42  0.25
H2 3.73 0.73 -0.15  0.22
H3 3.56 1.01 1.58  0.23
H4 2.18 3.99 -1.54  0.24
H5 1.82 5.08 -2.89  0.23
H6 3.54 2.12 -1.98  0.22
H7 4.62 0.54 -3.54  0.21
H8 4.05 0.61 -5.95  0.21
H9 2.41 2.26 -6.78  0.21
H10 1.33 3.83 -5.21  0.20
H11 3.85 -1.11 1.21  0.20
H12 4.04 -3.21 2.43  0.20
H13 1.97 -4.28 3.35  0.20
H14 -0.23 -3.20 2.98  0.22
C17 -3.17 1.03 2.52  -0.64
C18 -3.72 -0.37 2.46  -0.08
C19 -4.39 -0.88 3.56  -0.21
C20 -4.99 -2.13 3.55  -0.30
C21 -4.90 -2.89 2.38  -0.24
C22 -4.22 -2.43 1.27  0.01
C23 -4.11 -3.28 0.03  -0.64
C24 -3.60 -1.15 1.27  0.11
N3 -3.05 -0.75 0.08  -0.82
H15 -3.58 1.56 3.38  0.20
H16 -3.41 1.58 1.61  0.22
H17 -2.08 1.05 2.62  0.21
H18 -4.47 -0.26 4.45  0.18
H19 -5.52 -2.50 4.41  0.19
H20 -5.36 -3.87 2.35  0.18
H21 -4.61 -4.24 0.18  0.18
H22 -3.06 -3.45 -0.21  0.22
H23 -4.54 -2.78 -0.84  0.21

***

6.
Density functional theory data (ωB97M-V with the def2-TZVPD basis set) for a molecular structure, C26H21FeNO8P2S3 in a non-equilibrium geometry.

Computed properties:
Energy (eV): -130646.626
Multiplicity: 6
Frontier orbital gap (alpha / beta) (eV): 6.617 / 7.297
Net charge: -1

Each line ends with the natural charge from an NBO analysis.
Positions of all 62 atoms, in Å:
Fe1 2.51 -0.70 -1.47  1.48
O1 3.21 2.24 0.89  -0.98
P1 1.82 1.58 0.38  2.40
O2 0.82 2.59 0.79  -1.17
O3 2.08 1.19 -1.09  -1.20
O4 3.53 -0.75 0.20  -0.78
P2 1.82 -2.64 0.35  2.48
O5 3.29 -3.23 0.80  -1.04
O6 0.69 -3.21 1.15  -1.12
O7 1.74 -2.57 -1.17  -1.22
H1 2.92 2.87 1.50  0.49
H2 3.99 -2.52 0.54  0.53
N1 2.14 -1.01 0.67  -0.65
C1 1.53 0.07 1.42  -0.31
C2 0.01 -0.16 1.55  0.08
C3 -0.64 0.29 2.62  -0.25
C4 -2.04 0.59 2.63  -0.21
C5 -2.73 0.64 1.51  -0.15
C6 -2.27 -0.03 0.21  -0.30
C7 -0.82 -0.63 0.35  0.09
C8 2.12 0.17 2.88  -0.01
C9 2.20 1.47 3.41  -0.23
C10 2.79 1.58 4.70  -0.21
C11 3.32 0.53 5.37  -0.24
C12 3.16 -0.73 4.82  -0.22
C13 2.61 -0.91 3.56  -0.16
H3 -0.01 0.50 3.47  0.23
H4 -2.44 0.95 3.49  0.20
H5 -3.76 0.98 1.47  0.20
H6 -2.78 -1.02 0.00  0.24
H7 -0.84 -1.69 0.69  0.24
H8 1.66 2.29 2.95  0.24
H9 2.82 2.54 5.18  0.19
H10 3.82 0.75 6.32  0.20
H11 3.64 -1.61 5.29  0.20
H12 2.62 -1.93 3.14  0.24
O8 -0.20 -0.37 -0.94  -0.58
C14 -1.19 -0.17 -1.93  0.31
C15 -0.51 0.42 -3.11  -0.22
C16 -0.74 1.55 -3.81  -0.24
C17 0.25 1.78 -4.82  -0.24
C18 1.14 0.77 -4.94  -0.40
S1 0.85 -0.40 -3.67  0.42
C19 -2.22 0.76 -1.15  -0.19
C20 -3.52 1.04 -1.86  -0.26
C21 -3.99 2.32 -1.69  -0.27
C22 -3.07 3.17 -1.13  -0.41
S2 -1.54 2.45 -0.76  0.43
C23 -1.79 -1.49 -2.40  -0.25
C24 -1.49 -2.71 -1.87  -0.25
C25 -2.24 -3.80 -2.41  -0.25
C26 -3.01 -3.34 -3.46  -0.42
S3 -2.88 -1.65 -3.79  0.41
H13 -1.62 2.10 -3.50  0.25
H14 0.40 2.63 -5.42  0.22
H15 2.03 0.78 -5.57  0.24
H16 -4.15 0.29 -2.28  0.22
H17 -5.04 2.64 -1.95  0.22
H18 -3.25 4.23 -0.95  0.22
H19 -0.74 -2.80 -1.08  0.28
H20 -2.27 -4.79 -2.02  0.23
H21 -3.73 -3.90 -4.05  0.22